Entry 1:
12
Properties=species:S:1:pos:R:3:forces:R:3 method="wB97M-V/def2-TZVPD" homo_energy_ev=-8.42 orbital_gap_ev=8.5232 total_charge=0 de_lowest_ev=2.018
C -1.4989 0.2296 0.1372 3.4225 -0.6286 -2.2668
C 0.3552 0.0864 -1.1606 -0.9881 2.6636 4.4474
C 1.4510 0.2113 -0.1074 0.0823 0.8362 -1.6969
N -1.3100 -0.5803 1.1405 -1.6920 -1.0933 2.1749
F 1.7814 -0.9551 0.3791 -0.0521 -1.6012 1.4470
F 1.1199 1.0564 0.9141 0.8428 -0.4651 -0.8261
F 2.6562 0.6299 -0.6921 -1.2503 0.5250 0.6720
S -2.5864 1.2203 -0.3488 -1.4352 1.2463 -0.3537
H 0.3270 -0.8799 -1.5411 -0.0608 -1.1933 -1.3563
H 0.4246 1.0504 -1.6709 -0.8267 -0.7269 -0.6863
H -0.6396 -1.3142 1.0921 0.6291 -0.1857 -0.0651
H -2.0805 -0.7548 1.8580 1.3285 0.6230 -1.4901



Entry 2:
77
Properties=species:S:1:pos:R:3:forces:R:3 method="wB97M-V/def2-TZVPD" multiplicity=2 homo_energy_ev="-2.13 / -4.16" orbital_gap_ev="4.5438 / 6.5708" total_charge=-1 s2=0.77 de_lowest_ev=0.564
Ru 0.7670 -0.2169 -0.2196 -0.0031 -0.0310 0.1339
S 0.2633 3.1863 -3.0924 0.1200 -0.0007 -0.0375
C 0.4600 3.8902 -1.5393 -0.1145 0.0261 0.0040
C 0.5921 2.9617 -0.5529 0.0256 -0.0082 0.0189
C 0.5611 1.6036 -1.0207 0.0984 0.0332 -0.0093
C 0.4197 1.6053 -2.3966 -0.0720 0.0086 -0.0061
C 0.3705 0.3507 -3.0852 -0.0479 0.0130 -0.0198
C 0.1737 0.1676 -4.4589 0.0094 0.0166 -0.0072
C 0.1642 -1.1044 -4.9879 -0.0095 0.0214 -0.0201
C 0.3352 -2.1926 -4.1382 0.0233 -0.0233 0.0105
C 0.5044 -1.9453 -2.7901 0.0138 -0.0055 0.0082
N 0.5348 -0.7198 -2.2573 -0.0719 -0.0331 0.0040
H 0.4481 4.9657 -1.4392 -0.0135 -0.0201 0.0026
H 0.7158 3.2346 0.4876 -0.0012 -0.0002 -0.0056
H 0.0299 1.0365 -5.0883 0.0043 -0.0095 0.0031
H 0.0136 -1.2531 -6.0500 0.0005 0.0029 0.0019
H 0.3187 -3.2104 -4.5025 -0.0016 0.0046 0.0023
H 0.6055 -2.7619 -2.0861 0.0008 0.0070 -0.0141
F -3.8565 1.8582 -2.1195 -0.0143 0.0292 0.0408
C -3.5736 2.4488 -0.9501 0.0971 0.0500 0.0057
F -2.9277 3.5897 -1.2147 0.0479 0.1391 -0.0524
F -4.7383 2.7685 -0.3679 0.0132 -0.0309 -0.0287
C -2.7280 1.5546 -0.0083 -0.4358 -0.3912 0.0378
O -2.0666 0.6759 -0.6907 0.1336 0.0065 0.0136
O -2.8209 1.6983 1.1861 0.1624 0.1442 -0.0066
C -3.8821 -2.0432 0.5762 -0.0182 -0.0174 -0.0020
Ge -2.2915 -1.9649 -0.5825 0.0188 0.0260 0.0331
C -1.4270 -3.7344 -0.4953 -0.0034 -0.0175 -0.0030
C -2.9551 -1.6835 -2.4068 -0.0117 0.0014 -0.0099
C -1.2403 -0.3936 0.0354 -0.0264 0.0241 -0.0832
H -4.5722 -2.8206 0.2395 0.0118 0.0129 0.0119
H -4.4110 -1.0880 0.5717 0.0176 -0.0049 -0.0061
H -3.5889 -2.2597 1.6051 0.0014 -0.0063 -0.0048
H -2.0360 -4.4062 0.1125 0.0074 0.0104 -0.0011
H -0.4362 -3.6795 -0.0520 -0.0124 -0.0355 -0.0167
H -1.3377 -4.1665 -1.4943 -0.0157 0.0237 0.0036
H -3.6113 -2.5107 -2.6890 0.0116 0.0032 0.0016
H -2.1460 -1.6202 -3.1346 -0.0177 0.0097 0.0233
H -3.5236 -0.7548 -2.4464 -0.0072 -0.0108 -0.0192
H -1.5122 -0.2360 1.0846 -0.0193 -0.0191 0.0218
N 1.1654 2.2462 6.6064 -0.0058 0.0089 0.0073
C 1.7606 2.3689 7.8420 -0.0084 0.0032 -0.0097
C 1.3640 2.9775 9.0195 0.0058 -0.0037 -0.0084
C 2.2360 2.9022 10.1038 -0.0008 0.0005 -0.0069
C 3.4575 2.2365 9.9945 0.0009 -0.0049 -0.0091
C 3.8491 1.6272 8.8083 -0.0011 0.0013 0.0069
C 2.9929 1.6905 7.7102 0.0009 -0.0125 -0.0104
N 3.1379 1.1803 6.4447 0.0103 0.0052 0.0139
C 2.0303 1.5265 5.7856 0.0027 -0.0001 0.0126
C 1.7267 1.2225 4.4396 0.0130 0.0038 -0.0020
C 0.5174 1.6074 3.7839 -0.0063 0.0092 0.0006
C 0.2751 1.2467 2.4894 -0.0740 -0.0258 -0.0377
N 1.1249 0.4945 1.7338 0.1792 0.0104 0.0099
C 2.3204 0.1817 2.3392 -0.1084 0.0360 0.0150
C 2.6457 0.5001 3.6196 -0.0069 0.0141 0.0161
H 0.2862 2.6369 6.3262 -0.0007 -0.0031 0.0005
H 0.4147 3.4936 9.1003 0.0016 -0.0013 -0.0005
H 1.9612 3.3673 11.0425 0.0008 -0.0024 -0.0049
H 4.1143 2.1955 10.8555 -0.0018 -0.0004 -0.0034
H 4.7980 1.1120 8.7257 -0.0047 0.0029 0.0010
H -0.2426 2.1967 4.2840 0.0034 -0.0032 -0.0046
H -0.6527 1.5340 2.0099 0.0505 0.0120 0.0296
H 3.0303 -0.3610 1.7261 0.0140 -0.0477 -0.0457
H 3.6070 0.2144 4.0247 -0.0074 -0.0017 -0.0075
N 0.1078 -2.2392 2.3835 -0.0196 0.0110 0.0127
C 1.1591 -2.7755 1.7009 -0.0061 -0.0527 -0.0130
C 1.8464 -3.8987 2.1937 -0.0362 0.0312 0.0347
C 2.8652 -4.4424 1.4553 0.0328 -0.0216 -0.0305
C 3.1940 -3.8748 0.2240 0.0024 -0.0132 -0.0108
C 2.4659 -2.7841 -0.1913 0.0785 0.0090 -0.0046
N 1.4687 -2.2270 0.5137 -0.0137 0.0625 0.0121
H 0.0928 -2.4193 3.3743 -0.0023 0.0056 -0.0007
H -0.0709 -1.2707 2.1394 0.0018 0.0050 0.0013
H 1.5641 -4.3105 3.1538 0.0008 0.0047 -0.0039
H 3.4070 -5.3023 1.8291 -0.0020 0.0062 -0.0039
H 3.9899 -4.2666 -0.3928 -0.0085 0.0026 0.0038
H 2.6791 -2.3044 -1.1402 0.0133 0.0005 0.0110